Below is 7 unconnected molecules or ions with the total composition C37H105N13O14P6, with properties calculated with ωB97M-V/def2-TZVPD.

For the HOMO energy, the calculation gives -7.8 eV. Its strongest force on any atom is 5.1 eV/Å. For the molar mass, the calculation gives 1142.2 g mol⁻¹. As for the spin multiplicity: 1.

Geometry as XYZ:
```
175
Properties=species:S:1:pos:R:3:forces:R:3:lowdin_charge:R:1
C -4.3537 -5.8492 7.0175 -0.43 1.12 0.54 -0.1145
N -3.2609 -5.4164 6.1439 -0.60 0.42 -0.37 -0.3007
C -3.2053 -6.3168 5.0047 -0.19 0.98 -0.26 -0.1345
P -2.2147 -4.0927 6.3740 1.35 -1.55 0.43 0.5615
O -2.7114 -3.0667 7.3279 0.19 -1.06 -0.26 -0.2848
N -0.8131 -4.9358 6.8692 0.74 0.95 0.50 -0.2984
C -0.4317 -4.7026 8.2769 -0.50 -0.24 0.20 -0.1293
C -0.0276 -5.9651 6.1124 -1.58 0.74 0.20 -0.0951
N -1.6908 -3.4209 4.9027 -1.97 -0.07 -1.27 -0.2911
C -2.7982 -2.5671 4.3370 0.87 -0.49 0.55 -0.1079
C -0.4415 -2.6657 4.9120 1.46 -0.88 1.49 -0.1214
H -5.3126 -5.4451 6.6932 -0.16 0.27 -0.20 0.0773
H -4.2499 -5.5384 8.0571 0.33 0.10 -0.07 0.0774
H -4.5344 -6.9241 7.0174 0.72 -0.18 -0.17 0.0775
H -2.8526 -7.2992 5.3186 0.31 -0.08 -0.34 0.0799
H -2.6557 -5.8296 4.1993 0.44 -0.49 0.02 0.0711
H -4.2194 -6.4209 4.6189 -0.17 -0.23 -0.11 0.0781
H 0.0734 -3.7502 8.4377 0.46 -0.13 -0.12 0.0718
H -1.2778 -4.6572 8.9625 -0.56 0.18 -0.38 0.0634
H 0.0945 -5.5435 8.7287 0.61 0.00 -0.55 0.0755
H 1.0455 -5.8815 6.2845 -0.13 -0.05 0.32 0.0788
H -0.4459 -6.9423 6.3536 0.50 -0.32 0.33 0.0680
H -0.1792 -5.9011 5.0349 -0.10 0.53 -0.03 0.0649
H -3.7367 -3.1207 4.3091 0.00 0.04 0.13 0.0673
H -2.8531 -1.7196 5.0204 -0.56 0.34 -0.30 0.0787
H -2.5513 -2.2486 3.3243 0.09 -0.04 0.03 0.0696
H -0.2394 -2.3430 5.9333 0.00 0.59 0.08 0.0748
H -0.2763 -1.8187 4.2460 -1.04 -0.06 -0.21 0.0780
H 0.4134 -3.3137 4.7187 -0.08 -0.34 -0.26 0.0709
C -7.8918 0.5900 -1.0459 -0.64 -0.77 1.00 -0.1116
N -8.1310 -0.7245 -0.3259 0.18 0.29 -1.08 -0.2921
C -9.4729 -0.8051 0.3285 1.33 -0.88 -1.03 -0.1039
P -7.0697 -2.0933 -0.4223 1.05 3.48 -1.92 0.5662
O -7.7606 -3.3633 -0.2992 -0.57 -1.13 1.47 -0.2719
N -6.3866 -1.9370 -2.0022 1.37 0.05 0.54 -0.3023
C -7.2422 -1.8007 -3.1758 -0.69 -1.75 1.19 -0.1339
C -5.1822 -2.7843 -2.3068 -0.25 1.20 1.03 -0.1026
N -5.7722 -1.6729 0.6058 0.45 -2.48 -0.55 -0.3192
C -5.0006 -0.4723 0.3499 -1.03 0.21 -0.60 -0.1024
C -5.7784 -2.1343 1.9863 -0.41 -0.63 -0.07 -0.1120
H -7.3686 0.5825 -2.0021 0.67 -0.57 0.48 0.0658
H -7.4466 1.2442 -0.2962 0.20 0.42 -0.53 0.0641
H -8.8368 1.0365 -1.3551 -0.44 -0.18 0.37 0.0705
H -10.2049 -1.0596 -0.4380 -0.36 0.12 0.08 0.0728
H -9.7479 0.1328 0.8110 0.21 -0.09 0.12 0.0753
H -9.4199 -1.6464 1.0196 -0.29 0.23 0.21 0.0665
H -6.7764 -1.3418 -4.0479 0.00 0.47 0.34 0.0832
H -7.4795 -2.8329 -3.4333 -0.18 -0.21 -0.72 0.0760
H -8.2155 -1.4303 -2.8538 0.15 0.68 -0.40 0.0709
H -4.6126 -2.3488 -3.1278 -0.14 0.19 -0.10 0.0739
H -4.5469 -2.7268 -1.4230 0.14 -0.17 -0.04 0.0572
H -5.3400 -3.8376 -2.5388 -0.62 -0.07 0.02 0.0773
H -4.1709 -0.3298 1.0422 -0.43 -0.02 0.26 0.0770
H -4.5358 -0.4518 -0.6358 -0.31 -0.01 -0.08 0.0645
H -5.8364 0.2239 0.4197 1.14 1.51 0.01 0.0592
H -5.3868 -3.1466 2.0867 -0.34 -0.35 -0.16 0.0730
H -6.8060 -2.0839 2.3462 0.06 -0.21 0.55 0.0749
H -5.1243 -1.5874 2.6654 -0.17 0.67 -0.40 0.0671
C 1.8848 7.7126 3.0334 0.90 -0.47 0.09 -0.1180
N 2.3408 7.2424 1.7017 0.03 -1.87 0.15 -0.2929
C 2.0795 8.1565 0.5873 -0.41 -1.28 -0.21 -0.1206
P 2.4849 5.5314 1.2883 1.60 0.07 0.82 0.6228
O 1.2662 4.7389 0.9749 0.59 0.60 -0.49 -0.3067
N 3.6832 5.5424 0.0519 -1.06 0.73 -0.86 -0.3252
C 4.9844 6.1311 0.2323 -0.53 0.79 1.77 -0.1489
C 3.7870 4.4727 -0.9415 -0.97 0.25 0.43 -0.1038
N 3.3219 4.7445 2.5437 -0.56 0.58 0.78 -0.2871
C 4.3732 5.4287 3.3196 -0.32 -0.96 0.34 -0.1325
C 3.2851 3.2033 2.6236 -0.82 2.71 -0.31 -0.0446
H 0.8807 8.1149 3.1681 -0.41 -0.48 -0.71 0.0786
H 2.5119 8.5304 3.3883 0.40 0.17 -0.29 0.0752
H 2.0523 6.9233 3.7662 -0.30 -0.13 -0.11 0.0645
H 2.3159 9.1710 0.9081 0.03 -0.04 -0.44 0.0874
H 1.0646 8.0312 0.2099 -0.64 0.65 0.55 0.0751
H 2.5821 7.7754 -0.3016 0.92 0.55 0.18 0.0616
H 4.9019 6.8939 1.0065 0.16 -0.05 0.29 0.0688
H 5.6177 5.3283 0.6099 0.82 0.30 -0.30 0.0811
H 5.3713 6.7046 -0.6100 0.01 -0.61 -0.47 0.0881
H 4.7351 4.5445 -1.4744 -0.17 0.26 -0.10 0.0845
H 3.7953 3.4985 -0.4526 -0.29 -0.29 -0.18 0.0643
H 2.9435 4.6102 -1.6181 0.12 -0.69 -0.25 0.0694
H 4.4162 4.9759 4.3102 0.38 -0.77 -0.09 0.0765
H 5.3250 5.3419 2.7955 0.24 0.29 0.45 0.0640
H 4.1778 6.4363 3.6864 -0.27 0.37 -1.12 0.0635
H 3.9129 2.7654 1.8475 0.16 -0.16 0.22 0.0637
H 2.2318 2.9938 2.4376 0.36 -0.49 0.04 0.0376
H 3.5586 2.9302 3.6428 0.06 -0.15 -0.24 0.0811
C 2.5375 -3.4582 -2.3356 0.92 -0.24 1.42 -0.0708
N 3.8836 -3.0451 -1.7559 -0.98 -1.80 1.48 -0.2932
C 4.7231 -2.2670 -2.5994 0.29 0.71 -0.86 -0.1609
P 4.1984 -3.3464 -0.0709 0.99 1.09 -1.97 0.6749
O 2.9554 -3.8214 0.5722 0.46 0.30 0.19 -0.2946
N 5.5699 -4.5095 0.0052 -1.41 3.51 -1.55 -0.3279
C 6.1200 -4.7076 1.2915 0.00 0.45 0.86 -0.1393
C 5.4196 -5.6902 -0.7401 -2.19 -1.61 -1.25 -0.1713
N 4.7761 -1.7812 0.4383 2.31 -1.80 -0.57 -0.2761
C 4.0259 -0.8816 1.2789 -1.00 -0.08 0.26 -0.1206
C 6.1810 -1.3280 0.0744 -1.03 -0.50 0.47 -0.1040
H 2.3522 -3.0954 -3.3466 0.41 0.28 0.15 0.0755
H 1.7427 -3.1455 -1.6584 -0.04 0.38 -0.15 0.0446
H 2.4331 -4.5432 -2.3392 0.25 -0.15 -0.22 0.0691
H 4.6705 -2.6720 -3.6100 -0.01 0.15 -0.19 0.0809
H 5.7887 -2.1880 -2.3842 -0.07 -0.71 0.54 0.0674
H 4.4144 -1.2217 -2.6115 -0.29 0.33 -0.25 0.0683
H 5.3026 -4.7327 2.0122 0.17 -0.45 0.57 0.0828
H 6.6625 -5.6516 1.2405 0.20 0.22 0.57 0.0908
H 6.7484 -3.8516 1.5376 0.38 -0.25 0.31 0.0701
H 4.8687 -6.4396 -0.1718 0.03 -0.40 0.41 0.0854
H 4.7237 -5.5360 -1.5647 0.14 0.31 -0.30 0.0678
H 6.2598 -6.2240 -1.1842 0.74 0.66 0.32 0.0865
H 4.6603 -0.1217 1.7352 0.22 -0.22 -0.01 0.0729
H 3.2415 -0.3471 0.7430 -0.08 0.12 -0.26 0.0715
H 3.5075 -1.4250 2.0688 0.08 -0.02 0.12 0.0793
H 6.8493 -2.1816 -0.0388 -0.22 -0.09 -0.35 0.0604
H 6.6400 -0.7328 0.8638 -0.40 0.02 0.33 0.0723
H 6.1935 -0.7024 -0.8181 -0.06 -0.11 -0.12 0.0617
C 0.2340 6.3237 -4.1824 -1.76 0.52 1.08 -0.0754
C 1.4552 5.6500 -4.7211 -0.34 2.25 0.29 -0.2876
O 1.0526 4.3867 -5.1834 1.33 -1.39 -0.44 -0.1931
P 1.9251 3.7407 -6.3554 1.71 -0.37 -1.45 0.5365
O 2.7558 4.6813 -7.2031 -1.42 -1.93 2.13 -0.2486
O 2.7380 2.4573 -5.6408 -3.03 2.51 0.00 -0.1835
C 3.5279 1.6514 -6.4466 2.79 0.82 -1.10 -0.3451
C 3.8954 0.3001 -5.8804 -1.50 -0.28 -0.75 -0.0582
O 0.7947 2.9898 -7.1933 1.99 -0.37 -0.11 -0.1742
C -0.5117 3.4276 -7.2054 -3.32 -1.09 0.52 -0.2789
C -1.4617 2.3085 -7.8428 1.30 1.39 0.42 -0.0394
H 0.3731 7.0810 -3.4109 0.77 0.35 -0.33 0.0756
H -0.4190 6.7655 -4.9351 0.27 0.01 -0.29 0.0801
H -0.4435 5.6838 -3.6171 0.21 -0.77 -0.16 0.0788
H 1.7865 6.2575 -5.5633 0.40 -0.21 -0.02 0.1127
H 2.2370 5.6748 -3.9620 0.15 -0.77 -0.06 0.1176
H 3.2659 1.5916 -7.5029 -1.20 -0.44 0.06 0.1217
H 4.4262 2.2460 -6.6131 0.69 -0.10 0.42 0.1116
H 4.7395 -0.0143 -6.4942 0.25 -0.30 0.59 0.0846
H 3.9728 0.1870 -4.7991 0.67 0.53 -0.10 0.0652
H 3.0661 -0.3604 -6.1338 -0.03 -0.36 -0.04 0.0711
H -0.7880 3.6020 -6.1655 -0.40 -0.08 -0.05 0.0993
H -0.7153 4.3671 -7.7191 0.58 0.07 -0.33 0.1206
H -1.1135 1.3008 -7.6158 0.15 0.13 0.02 0.0598
H -2.4755 2.4087 -7.4550 0.03 0.17 -0.16 0.0695
H -1.4231 2.4908 -8.9167 -0.30 -0.39 -0.03 0.0659
C -1.0439 0.4603 -4.2333 0.09 0.07 0.12 -0.0428
C -0.6236 -0.7321 -3.3456 -0.69 -0.12 -1.53 -0.2475
O -1.5571 -0.9117 -2.2723 1.39 0.26 0.78 -0.1710
P -1.3117 -0.0359 -0.9575 -0.72 0.53 1.62 0.4597
O -2.3218 1.0142 -0.7813 0.47 0.32 -0.28 -0.2381
O -1.5114 -1.0690 0.2759 1.08 0.91 -2.34 -0.2087
C -0.5347 -2.1314 0.4163 -0.50 -0.95 0.08 -0.2362
C -1.1574 -3.4789 -0.0685 0.98 0.39 0.21 -0.0454
O 0.2518 0.4870 -1.0255 -2.13 -1.52 0.57 -0.2049
C 0.5102 1.8440 -1.3542 -0.23 0.95 -0.42 -0.2822
C 1.6194 1.8958 -2.3467 1.20 0.23 -0.55 -0.0704
H -0.6434 0.3822 -5.2441 0.32 -0.04 0.08 0.0688
H -2.1153 0.6142 -4.3614 -0.17 -0.66 0.25 0.0860
H -0.7237 1.4075 -3.7994 0.34 -0.02 -0.01 0.0582
H -0.6646 -1.6852 -3.8727 -0.15 0.12 -0.32 0.1177
H 0.4150 -0.6309 -3.0304 -0.24 0.12 0.36 0.0896
H 0.3971 -2.0132 -0.1368 -0.07 0.63 -0.21 0.0898
H -0.2912 -1.9328 1.4600 0.27 -1.31 0.15 0.1035
H -2.0126 -3.7974 0.5276 -0.02 0.04 -0.30 0.0721
H -1.3321 -3.4554 -1.1442 -0.96 0.83 0.01 0.0646
H -0.4264 -4.2822 -0.1603 0.42 -0.07 1.15 0.0669
H -0.3389 2.3505 -1.8130 -0.47 -0.39 0.30 0.1085
H 0.7778 2.4458 -0.4858 -0.11 -0.32 0.36 0.1035
H 1.4752 2.7387 -3.0226 0.14 0.10 0.01 0.0668
H 2.5813 2.0190 -1.8490 0.10 -0.04 -0.09 0.0636
H 1.7091 1.0141 -2.9813 -0.24 -0.05 0.07 0.0676
C -1.1443 2.4111 2.5006 0.90 0.02 1.50 0.0625
N 0.0347 1.5753 2.8301 3.88 -3.28 -0.17 -0.3524
O 0.2365 0.6861 1.9368 -0.31 2.36 2.59 0.0017
O 0.8039 1.6588 3.8548 -3.24 0.38 -3.12 0.0148
H -1.1759 3.1965 3.2557 -0.19 0.07 -0.29 0.1004
H -1.9239 1.6665 2.6616 -0.45 0.52 -0.63 0.1095
H -0.9374 2.7612 1.4893 -0.60 -0.08 0.13 0.0961
```
Forces are in eV/Å.